No. 1
An isolated molecule of C6H13N. Source: OMol25; level of theory: wB97M-V/def2-TZVPD.

Atoms and positions in Å:
C1 -0.3148 -0.4591 0.1284
C2 -1.2709 1.5441 1.5008
H1 0.2732 -2.5616 0.4183
H2 -2.2022 2.0221 1.7977
N1 0.9660 1.3160 -0.8038
H3 2.7372 -0.4788 -1.2714
H4 -2.2873 -0.1847 0.7998
H5 -1.2378 -2.1498 1.1440
H6 1.8440 1.5224 -1.2526
H7 1.8197 -1.9265 -0.7297
C3 0.7796 -0.0478 -0.5198
H8 1.4205 -1.1241 -2.2395
C4 -1.4805 0.4607 0.4478
H9 0.7657 1.9512 -0.0509
H10 -0.5977 2.3407 1.1891
C5 -0.6084 -1.9344 0.2758
H11 -1.2106 -2.2985 -0.5711
C6 1.7530 -0.9539 -1.2096
H12 -1.8555 0.8864 -0.4921
H13 -0.8214 1.0972 2.3958

Forces on atoms 1 to 2 (eV/Å):
C -0.176 -0.472 -0.057
C 0.386 -0.174 0.348

Results
E_LUMO   1.1 eV
Relative energy (zero: lowest compared OMol25 entry of this formula, charge and spin)   28.7 kJ/mol
Gap between HOMO and LUMO   0.319 Ha
Total charge   0
Highest occupied orbital energy   -7.6 eV


No. 2
A 2-piece molecular cluster, C6H13N overall. Source: OMol25; level of theory: wB97M-V/def2-TZVPD.

Atoms and positions in Å:
C1 -1.4577 0.5508 0.4406
H1 3.9485 -0.6254 1.4189
H2 -0.8551 1.2839 0.9790
C2 0.4446 0.5352 -1.2065
N1 -0.8873 0.1110 -0.8069
H3 3.1767 0.9479 1.0741
C3 -2.1047 -0.5018 1.2998
H4 -1.3230 -1.0923 1.7874
H5 -1.8295 2.0390 -1.1578
H6 0.6265 -1.4396 -1.8743
C4 -2.0427 1.0140 -0.8528
H7 3.7409 -0.0838 -0.2680
H8 2.3182 -0.5778 0.6763
H9 -2.7411 -0.0490 2.0681
H10 -2.9936 0.6177 -1.2005
C5 0.5984 -0.9185 -0.8996
C6 3.2940 -0.0843 0.7310
H11 -2.7134 -1.1784 0.6925
H12 0.9091 1.2637 -0.5347
H13 0.4358 0.8818 -2.2468

Forces on atoms 1 to 2 (eV/Å):
C 0.085 -0.015 0.197
H -0.071 0.096 -0.090

Results
E_LUMO   0.9 eV
Relative energy (zero: lowest compared OMol25 entry of this formula, charge and spin)   500.4 kJ/mol
Gap between HOMO and LUMO   0.328 Ha
Total charge   0
Highest occupied orbital energy   -8.0 eV


- Which value of highest occupied orbital energy does entry 1 give?
  -7.6 eV


Copy entry 2 word for word.
A 2-piece molecular cluster, C6H13N overall. Source: OMol25; level of theory: wB97M-V/def2-TZVPD.

Atoms and positions in Å:
C1 -1.4577 0.5508 0.4406
H1 3.9485 -0.6254 1.4189
H2 -0.8551 1.2839 0.9790
C2 0.4446 0.5352 -1.2065
N1 -0.8873 0.1110 -0.8069
H3 3.1767 0.9479 1.0741
C3 -2.1047 -0.5018 1.2998
H4 -1.3230 -1.0923 1.7874
H5 -1.8295 2.0390 -1.1578
H6 0.6265 -1.4396 -1.8743
C4 -2.0427 1.0140 -0.8528
H7 3.7409 -0.0838 -0.2680
H8 2.3182 -0.5778 0.6763
H9 -2.7411 -0.0490 2.0681
H10 -2.9936 0.6177 -1.2005
C5 0.5984 -0.9185 -0.8996
C6 3.2940 -0.0843 0.7310
H11 -2.7134 -1.1784 0.6925
H12 0.9091 1.2637 -0.5347
H13 0.4358 0.8818 -2.2468

Forces on atoms 1 to 2 (eV/Å):
C 0.085 -0.015 0.197
H -0.071 0.096 -0.090

Results
E_LUMO   0.9 eV
Relative energy (zero: lowest compared OMol25 entry of this formula, charge and spin)   500.4 kJ/mol
Gap between HOMO and LUMO   0.328 Ha
Total charge   0
Highest occupied orbital energy   -8.0 eV


- Which of these has the lowest E_LUMO?
  number 2


- Which formula does entry 2 have?
  C6H13N